No. 1
DFT (ωB97M-V with the def2-TZVPD basis set) results for the molecule C6H8O2.

Values from the calculation:
HOMO level ... -8.4878 eV
Energy above the lowest of the compared OMol25 structures with the same formula, charge and spin ... 77.96 kcal per mole
Energy ... -10443.3456 eV
Charge ... 0
LUMO energy ... 0.1 eV
Orbital gap ... 8.628 eV

Element x y z (Å)
C 1.361 1.332 -1.052
C 0.919 0.411 -0.191
C 1.637 -0.925 -0.091
C -0.360 0.661 0.597
C -1.535 -0.258 0.295
O -1.185 -1.630 0.421
C -2.763 0.067 0.176
O -3.857 0.475 0.028
H 0.980 2.356 -1.161
H 2.099 0.958 -1.855
H 1.312 -1.728 -0.743
H 1.435 -1.236 1.003
H 2.756 -0.755 -0.311
H -0.496 1.776 0.399
H -0.293 0.619 1.840
H -2.010 -2.124 0.644

No. 2
DFT (ωB97M-V with the def2-TZVPD basis set) results for a structure of composition C3H4N4.

Values from the calculation:
HOMO level ... -10.2747 eV
Energy above the lowest of the compared OMol25 structures with the same formula, charge and spin ... 121.68 kcal per mole
Energy ... -9131.5809 eV
Charge ... 0
LUMO energy ... 0.6 eV
Orbital gap ... 10.888 eV

Element x y z (Å)
C -0.046 0.254 1.217
C 0.999 0.509 0.161
C -0.868 -0.500 0.100
H 0.388 -0.371 2.035
H -0.243 1.213 1.828
H 2.199 0.111 0.231
H 1.055 1.554 -0.294
N 0.079 -0.219 -0.704
N -0.291 -0.440 -2.100
N -1.401 -0.965 -1.919
N -1.870 -1.146 -0.556

No. 3
DFT (ωB97M-V with the def2-TZVPD basis set) results for the ion C5H10N5 with charge +1.

Values from the calculation:
HOMO level ... -12.6956 eV
Energy above the lowest of the compared OMol25 structures with the same formula, charge and spin ... 7.06 kcal per mole
Energy ... -12790.4008 eV
Charge ... +1
LUMO energy ... -3.6 eV
Orbital gap ... 9.066 eV

Element x y z (Å)
C 2.086 -1.397 -2.633
C 1.152 -0.872 -1.893
N 1.099 -0.754 -0.402
C -0.282 -0.538 0.278
N -0.700 0.797 -0.306
C -1.147 1.564 0.715
N -1.744 2.719 0.459
N -1.041 1.045 1.945
C -0.408 -0.149 1.804
N -0.189 -0.943 2.787
H 1.846 -1.309 -3.748
H 2.950 -1.932 -2.368
H 0.260 -0.474 -2.397
H 1.355 -1.596 0.046
H -1.058 -1.302 -0.033
H -0.305 1.095 -1.205
H -2.003 3.262 1.187
H -1.641 3.178 -0.500
H -0.479 -0.611 3.722
H 0.249 -1.784 2.542